Version w
C6H11P | wB97M-V/def2-TZVPD

Multiplicity   1
E_HOMO   -9.058 eV

Last column: Löwdin charge in e.
Geometry (Å):
C 1.53329 -0.47927 1.23639  0.003
C 1.59219 0.68373 0.61084  -0.188
C 1.19492 1.05713 -0.79892  -0.221
C -0.31680 1.27174 -0.96017  -0.227
C -1.10868 0.10637 -0.56982  -0.230
C -0.86454 -1.14923 -0.24225  -0.521
P -1.82209 -2.26207 0.80129  0.784
H 1.74242 -0.56647 2.26733  0.048
H 1.30976 -1.38973 0.75371  0.024
H 1.71041 1.49463 1.25529  0.075
H 1.84245 1.96240 -0.99186  0.107
H 1.67647 0.39337 -1.69240  0.155
H -0.59280 2.11902 -0.31641  0.119
H -0.53098 1.52225 -1.99567  0.111
H -2.14200 0.50128 -0.07966  0.137
H -0.02285 -1.65080 -0.75315  0.064
H -2.82879 -2.32236 -0.14564  -0.119
H -2.37239 -1.29199 1.62110  -0.124

***

Version x
C6H11P | wB97M-V/def2-TZVPD

Multiplicity   1
E_HOMO   -8.201 eV

Last column: Löwdin charge in e.
Geometry (Å):
C 0.35196 0.60266 1.69259  -0.071
C -0.62174 -0.10179 0.86013  -0.306
C -0.90096 -1.40006 0.67561  -0.032
C -1.94536 -1.43098 -0.37053  -0.132
C -2.30005 -0.26705 -0.80019  -0.127
C -1.57293 0.76757 -0.00447  -0.139
H 0.13987 0.24650 2.73325  0.101
H 0.31730 1.61764 1.55420  0.038
H 1.41343 0.25456 1.53620  0.079
H -0.50894 -2.32381 1.07290  0.103
H -2.22059 -2.38662 -0.73314  0.089
H -3.14096 -0.16545 -1.48175  0.102
H -1.00524 1.47741 -0.56316  0.098
H -2.16503 1.45552 0.75452  0.167
P 3.42451 0.23925 -1.26528  0.604
H 4.82009 0.24001 -1.62129  -0.171
H 2.92299 -0.34298 -2.40915  -0.208
H 2.99164 1.51762 -1.63045  -0.193

***

Need the numbers? Relative energies in kJ/mol: version w 76.3; version x 0.0.

***

Version w
C6H11P | wB97M-V/def2-TZVPD

Multiplicity   1
E_HOMO (spin up / spin down)   -7.434 / -8.532 eV

Last column: Löwdin charge in e.
Geometry (Å):
C -0.74029 0.18541 0.50188  -0.191
C 1.17822 0.03593 0.12251  -0.165
C 0.30379 1.22987 0.58010  -0.359
C 0.16886 -0.96025 0.58292  -0.386
C 0.31439 2.55296 -0.22481  -0.074
C -0.09809 -2.28066 -0.34233  -0.100
P -3.05209 -0.24381 -0.19766  0.674
H 1.19706 0.07235 -0.99659  0.133
H 2.18016 -0.00382 0.38773  0.091
H 0.53172 1.50286 1.55528  0.110
H 0.52030 -1.36074 1.56367  0.146
H -0.63382 3.24523 -0.02805  0.107
H 0.22636 2.41227 -1.40933  0.112
H 1.11438 3.19817 -0.04824  0.026
H -0.94564 -2.13231 -1.18105  0.070
H -0.50641 -3.16291 0.20627  0.051
H 0.84663 -2.76093 -0.82434  0.085
H -2.60554 -1.52962 -0.24799  -0.329

***

Version x
C6H11P | wB97M-V/def2-TZVPD

Multiplicity   1
E_HOMO (spin up / spin down)   -7.780 / -7.780 eV

Last column: Löwdin charge in e.
Geometry (Å):
C -0.60556 -1.53302 -1.98791  -0.046
C 2.39717 -1.58007 1.25604  -0.116
C 0.55171 -0.83891 -1.76263  -0.468
C 1.66555 -0.48645 1.31273  -0.095
C -1.07484 2.10108 0.62905  -0.233
C -1.03854 0.86025 -0.21819  -0.530
P 0.68713 0.62978 -0.81852  0.946
H -0.79660 -2.46161 -2.46317  0.032
H -1.58577 -1.16046 -1.63578  0.040
H 2.56463 -2.07561 2.11079  -0.006
H 2.89020 -1.96633 0.35022  0.060
H 1.41680 -0.98470 -2.37556  0.032
H 1.22174 0.19613 2.09550  0.037
H -1.08152 1.92676 1.78102  0.093
H -0.31270 2.79203 0.33833  0.018
H -2.07747 2.72483 0.56346  0.098
H -1.71748 0.94534 -1.12924  0.099
H -1.22888 -0.00338 0.34210  0.040

***

Need the numbers? Relative energies in kJ/mol: version w 173.5; version x 0.0.

***

Version w
C2H4ClN2 | wB97M-V/def2-TZVPD

Multiplicity   1
E_HOMO   -15.836 eV
Total charge   +1

Last column: Löwdin charge in e.
Geometry (Å):
N 1.89434 -1.39663 -0.76803  0.451
N 1.31296 -0.67380 -0.18465  0.011
C 0.57522 0.17885 0.56904  -0.106
C -0.96866 0.34015 -0.32479  -0.464
Cl -1.76510 -1.25408 -0.25009  0.602
H 1.08931 1.25329 0.53474  0.198
H 0.27251 -0.21576 1.59568  0.168
H -0.83717 0.60326 -1.32654  0.037
H -1.57340 1.16473 0.15464  0.103

***

Version x
C2H4ClN2 | wB97M-V/def2-TZVPD

Multiplicity   1
E_HOMO   -15.287 eV
Total charge   +1

Last column: Löwdin charge in e.
Geometry (Å):
C 1.03057 0.63946 -0.09010  -0.006
N -0.05116 -0.15464 -0.23397  -0.035
N -0.61495 -1.54483 -0.11128  0.207
C -1.33777 -0.27722 -0.02719  -0.647
Cl -2.77106 0.42097 0.01539  1.018
H 1.77878 0.22679 0.46244  0.088
H 1.39102 0.96602 -1.07412  0.133
H 0.77760 1.61034 0.32126  0.128
H -0.20303 -1.88689 0.73757  0.113

***

Version y
C2H4ClN2 | wB97M-V/def2-TZVPD

Multiplicity   1
E_HOMO (spin up / spin down)   -15.782 / -14.820 eV
Total charge   +1

Last column: Löwdin charge in e.
Geometry (Å):
C -1.32235 -0.39960 -0.98085  0.144
C 0.48347 1.16265 -0.46131  -0.456
N -0.36195 0.41365 -0.84566  0.029
N 1.08286 -0.76032 1.18885  0.174
Cl 1.63851 2.32904 -0.71389  0.899
H -2.11584 -0.11846 -0.25702  0.144
H -1.18597 -1.40013 -1.27659  0.109
H 0.21916 -1.03838 1.52893  -0.026
H 1.56210 -0.18845 1.81753  -0.017

***

Need the numbers? Relative energies in kJ/mol: version w 0.0; version x 219.8; version y 340.3.

***

Version w
C5H9N6O | wB97M-V/def2-TZVPD

Multiplicity   1
E_HOMO   -12.997 eV
Total charge   +1

Last column: Löwdin charge in e.
Geometry (Å):
N 0.35877 -0.86056 -1.84108  0.127
C 0.61557 -0.19259 -0.66166  -0.296
N 1.05378 1.24045 -1.15578  0.089
C 0.08270 2.15215 -0.87522  -0.167
N -0.87741 1.71133 -0.14449  0.109
C -0.70795 0.25247 0.13656  -0.450
N -1.88473 -0.43430 -0.16535  0.124
N -0.39729 0.20253 1.60186  0.162
C 0.69490 -0.04023 2.20680  -0.062
N 1.75540 -0.45720 1.54670  0.189
C 1.78084 -0.82950 0.19094  -0.318
O 2.62218 -1.52435 -0.24809  0.201
H -0.48189 -1.37876 -1.83174  0.067
H 1.01476 -1.47657 -2.27967  0.113
H 1.53325 1.05920 -2.10260  0.182
H 0.13604 3.12596 -1.25953  0.123
H -1.84359 -1.32324 -0.72216  0.120
H -2.67248 0.18675 -0.33781  0.113
H -1.24795 0.61129 2.19068  0.239
H 0.71756 0.00817 3.34404  0.203
H 2.46352 -0.79203 2.08510  0.133

***

Version x
C5H9N6O | wB97M-V/def2-TZVPD

Multiplicity   1
E_HOMO (spin up / spin down)   -13.566 / -13.566 eV
Total charge   +1

Last column: Löwdin charge in e.
Geometry (Å):
C -2.40046 2.20024 -0.79223  -0.139
C -0.94533 2.37377 0.86195  -0.137
C -0.90182 1.20822 0.16413  0.085
C -0.27975 2.87050 2.05864  -0.441
C 0.87282 -2.50063 -1.27445  -0.007
N -1.71948 1.11196 -0.85696  0.106
N 1.27344 -0.68607 0.73558  0.158
N -2.02031 2.95069 0.25926  0.156
N 0.68392 2.04205 2.65836  0.171
N 0.03424 -1.33362 -1.03761  0.011
N 0.33949 -0.66694 0.00345  -0.114
O -0.54322 3.97514 2.51872  0.093
H -3.27850 2.51267 -1.42260  0.170
H 1.29238 -2.89843 -0.33543  0.105
H 0.21831 -3.26636 -1.70950  0.106
H 1.54748 -2.42183 -2.05284  0.070
H 2.11118 -1.18335 0.80925  0.091
H -2.38548 3.79998 0.68218  0.191
H 1.31560 1.39797 2.31145  0.042
H 0.98451 2.34168 3.62015  0.145
H -0.58765 -0.79087 -1.61261  0.136

***

Need the numbers? Relative energies in kJ/mol: version w 0.0; version x 481.4.